[1]
Computed, not measured: a structure of composition C17H21NO4 in a non-equilibrium geometry, with ωB97M-V/def2-TZVPD.

Values from the calculation:
Orbital gap (eV): 8.042
Multiplicity: 1
E_LUMO (Ha): 0.005
Charge: 0
HOMO level (eV): -7.89

Last column: natural (NBO) charge in e.
Positions of all 43 atoms, in Å:
1 C -3.177743 -2.137792 -2.328167  -0.58
2 C -2.932099 -2.182222 -0.900124  -0.31
3 C -2.471667 -0.735701 -0.366785  -0.02
4 H -2.572156 -0.887280 0.728773  0.15
5 H -3.287349 -0.212109 -0.821990  0.15
6 O -1.378536 -0.672100 -0.775359  -0.47
7 C -0.739089 0.432689 -0.382881  0.29
8 C 0.574715 0.662638 -1.285280  -0.15
9 C 1.392931 1.749879 -1.082402  -0.14
10 C 1.062833 2.718260 -0.185289  -0.19
11 C -0.276114 2.910118 0.455313  -0.27
12 C -1.169774 1.720254 0.174520  0.26
13 O -2.269792 1.354195 0.780061  -0.53
14 C -2.697478 2.688420 1.741691  -0.32
15 H -2.813597 3.517739 1.010444  0.23
16 H -2.121993 2.719181 2.685461  0.22
17 H -3.668290 2.147776 2.118708  0.22
18 H -0.553939 3.484721 1.140468  0.19
19 H 1.760052 3.732774 -0.079579  0.21
20 C 2.791072 1.739962 -1.477076  -0.49
21 H 3.326251 2.597594 -1.441597  0.25
22 C 3.454202 0.575413 -0.891941  0.64
23 O 4.164813 -0.195794 -1.682598  -0.65
24 N 3.446912 0.443503 0.482207  -0.64
25 H 2.892973 1.214442 0.535434  0.43
26 C 3.788261 -0.850755 0.983004  -0.25
27 C 2.384755 -1.695501 1.235319  0.34
28 C 1.483528 -1.154896 2.188979  -0.32
29 C 0.237715 -2.125662 1.969354  -0.24
30 C 0.674176 -2.722429 0.749230  0.04
31 O 1.887140 -2.225985 0.245762  -0.40
32 H 0.067123 -3.374479 -0.089743  0.21
33 H -0.569412 -2.145153 2.421615  0.18
34 H 1.536148 -0.838658 3.075333  0.19
35 H 4.274308 -1.567849 0.337287  0.26
36 H 4.271080 -0.498600 1.973259  0.22
37 H 2.801891 1.599405 -2.851712  0.23
38 H 0.895102 -0.168632 -1.516610  0.18
39 H -4.058006 -2.386340 -0.417542  0.14
40 H -2.467770 -2.800599 -0.518835  0.14
41 H -3.437698 -3.192153 -2.631244  0.21
42 H -4.124635 -1.341941 -2.469256  0.19
43 H -2.380860 -1.896326 -2.836194  0.19

Forces on atoms 1 to 2 (eV/Å):
C -6.35 -1.25 0.80
C -12.09 11.31 -2.21

=====

[2]
Computed, not measured: a structure of composition C33H28IMnN4O5, with ωB97M-V/def2-TZVPD.

Values from the calculation:
Orbital gap (alpha / beta) (eV): 5.491 / 5.910
Expectation value of S²: 9.15
Multiplicity: 6
E_LUMO (alpha / beta) (Ha): 0.052 / 0.062
Charge: -1
HOMO level (alpha / beta) (eV): -4.06 / -4.21

Last column: Mulliken spin population.
Positions of all 72 atoms, in Å:
1 Mn 1.447051 -0.699762 -1.874441  4.41
2 C 2.266671 2.490477 -1.957742  0.00
3 O 1.173490 1.613688 -2.228408  -0.03
4 C -0.045223 2.169621 -2.406935  -0.06
5 C -0.252265 3.520786 -2.662281  0.00
6 C -1.540252 3.994378 -2.843153  0.00
7 C -2.629309 3.137043 -2.768599  0.00
8 C -2.416192 1.793477 -2.514603  0.00
9 C -1.131977 1.306700 -2.349180  0.04
10 N -0.873091 -0.086722 -2.049812  0.01
11 N -1.709637 -0.430321 -0.937003  0.40
12 C -1.396624 -1.354550 -0.046979  0.16
13 C -0.205362 -2.155786 0.102859  0.23
14 O 0.888536 -2.028253 -0.569064  0.19
15 C -0.182938 -3.171277 1.109770  -0.07
16 C -1.167486 -3.336212 2.023126  0.19
17 C -2.318733 -2.486342 2.001280  -0.03
18 C -3.309127 -2.596509 2.991585  0.02
19 C -4.411995 -1.777772 2.982217  -0.01
20 C -4.549653 -0.830992 1.963521  0.02
21 C -3.592436 -0.712585 0.982321  0.01
22 C -2.446838 -1.525471 0.980096  -0.07
23 H 2.507055 3.071741 -2.848668  0.00
24 H 3.106208 1.855318 -1.699469  0.01
25 H 2.016787 3.121886 -1.107526  0.00
26 H 0.589117 4.198148 -2.695052  0.00
27 H -1.693846 5.050445 -3.030665  0.00
28 H -3.636512 3.516019 -2.891113  0.00
29 H -3.243988 1.102374 -2.411517  0.00
30 H 0.711400 -3.785430 1.112965  0.00
31 H -1.091867 -4.091036 2.797670  0.01
32 H -3.174809 -3.336983 3.773545  0.00
33 H -5.162932 -1.858398 3.758784  0.00
34 H -5.409344 -0.170924 1.951331  0.00
35 H -3.705734 0.028883 0.205593  0.01
36 C -2.111297 2.905429 1.275392  0.00
37 C -1.214608 1.958644 2.014259  0.01
38 N -1.585588 1.489718 3.171464  0.00
39 C -0.758824 0.628845 3.828807  0.00
40 C 0.431079 0.191406 3.325845  0.01
41 C 1.229802 -0.792936 4.137833  0.00
42 O 0.996336 -2.156978 3.775917  0.00
43 C 0.860721 0.638471 2.036575  0.00
44 C 2.045217 0.098576 1.446854  0.01
45 N 2.431369 0.199260 0.212705  0.00
46 C 3.571112 -0.530165 -0.168107  -0.16
47 C 4.766497 -0.665927 0.542563  -0.04
48 C 5.766566 -1.481396 0.031122  0.04
49 C 5.593666 -2.155389 -1.172695  -0.03
50 C 4.416876 -1.998570 -1.902495  0.07
51 C 3.436839 -1.175128 -1.391816  -0.27
52 I 2.434223 -0.454666 -4.408802  -0.11
53 C 0.051044 1.609017 1.352586  0.02
54 O 0.379198 2.202017 0.301422  0.02
55 H -2.946912 3.195279 1.911043  0.00
56 H -2.488497 2.419655 0.369768  0.00
57 H -1.553072 3.780559 0.938589  0.00
58 H -1.103068 0.294569 4.802846  0.00
59 H 0.949879 -0.703746 5.187717  0.00
60 H 2.299148 -0.573027 4.074087  0.00
61 H 0.690753 -2.184159 2.859736  0.01
62 H 2.652365 -0.531406 2.102273  0.00
63 H 4.908771 -0.132619 1.475773  -0.01
64 H 6.696693 -1.587789 0.577619  0.00
65 H 6.384732 -2.789525 -1.555682  0.00
66 H 4.285838 -2.496953 -2.854008  0.00
67 C -1.276241 -0.487117 -4.516917  0.00
68 C -0.931006 -1.008628 -3.151586  -0.03
69 O -0.607193 -2.147072 -2.937203  0.02
70 H -0.968630 -1.229003 -5.245284  0.00
71 H -0.785665 0.460788 -4.715836  0.00
72 H -2.356265 -0.325720 -4.576811  0.00

Forces on atoms 1 to 2 (eV/Å):
Mn 0.74 0.54 0.14
C 0.02 0.01 0.02

=====

[3]
Computed, not measured: a structure of composition C2H7OPS2 in a non-equilibrium geometry, with ωB97M-V/def2-TZVPD.

Values from the calculation:
Orbital gap (eV): 8.494
Multiplicity: 1
E_LUMO (Ha): -0.028
Charge: 0
HOMO level (eV): -9.26

Last column: natural (NBO) charge in e.
Positions of all 13 atoms, in Å:
1 C -1.097282 0.327286 1.859568  -0.25
2 C 1.240965 -0.099340 -1.798473  -1.02
3 O -0.539878 -0.388751 0.785087  -0.75
4 P 1.513502 0.187916 -0.027228  1.18
5 S 2.184786 1.801094 0.733049  -0.39
6 S 2.573155 -1.624553 0.457742  -0.30
7 H -0.505517 0.241140 2.815698  0.16
8 H -2.036016 -0.075890 2.048193  0.19
9 H -1.364819 1.306868 1.563419  0.17
10 H 2.203478 -0.224104 -2.371145  0.27
11 H 0.490778 -0.926238 -1.861397  0.28
12 H 0.629968 0.750091 -2.232889  0.26
13 H 1.412640 -2.116751 0.987614  0.20

Forces on atoms 1 to 2 (eV/Å):
C 2.41 -0.32 0.16
C -1.66 1.05 -0.80

=====

[4]
Computed, not measured: a structure of composition C30H25Br2N2O2PZr, with ωB97M-V/def2-TZVPD.

Values from the calculation:
Orbital gap (eV): 6.486
Multiplicity: 1
E_LUMO (Ha): -0.258
Charge: +2
HOMO level (eV): -13.50

Last column: natural (NBO) charge in e.
Positions of all 63 atoms, in Å:
1 Zr -0.055588 -0.687052 0.034608  2.20
2 O -1.250592 0.872135 -1.692791  -0.56
3 N -1.828748 -0.384288 -1.347417  -0.34
4 C -2.756824 -0.788172 -2.125476  0.20
5 C -3.386031 -2.083385 -1.986679  -0.08
6 C -4.440358 -2.328197 -2.870657  -0.13
7 C -5.118018 -3.537063 -2.843381  -0.19
8 C -4.732692 -4.507949 -1.935750  -0.12
9 C -3.677848 -4.280144 -1.052138  -0.17
10 C -2.995875 -3.074760 -1.048472  -0.33
11 P -1.609142 -2.860644 0.116650  0.90
12 C -2.256779 -1.921358 1.529742  -0.41
13 C -1.497577 -1.886098 2.711054  -0.22
14 C -1.915057 -1.103299 3.777555  -0.13
15 C -3.074415 -0.349349 3.677055  -0.17
16 C -3.832544 -0.380324 2.511677  -0.19
17 C -3.427268 -1.157244 1.440932  -0.20
18 C -1.067199 -4.468292 0.686831  -0.42
19 C -0.038676 -5.090525 -0.021813  -0.12
20 C 0.404306 -6.345162 0.362444  -0.21
21 C -0.169852 -6.969924 1.461694  -0.15
22 C -1.187726 -6.349484 2.173657  -0.19
23 C -1.644868 -5.098812 1.788480  -0.18
24 H -1.716517 1.550771 -1.173456  0.51
25 H -3.090068 -0.122963 -2.919983  0.24
26 H -4.726143 -1.563600 -3.582036  0.23
27 H -5.932762 -3.715902 -3.530850  0.25
28 H -5.248511 -5.458431 -1.906263  0.25
29 H -3.390004 -5.064134 -0.364112  0.25
30 H -0.603672 -2.490098 2.804326  0.26
31 H -1.335367 -1.095771 4.690693  0.23
32 H -3.401777 0.252097 4.514594  0.24
33 H -4.750283 0.188449 2.445808  0.24
34 H -4.039505 -1.198873 0.548554  0.22
35 H 0.415560 -4.597716 -0.875144  0.21
36 H 1.198288 -6.829504 -0.189410  0.24
37 H 0.178329 -7.947488 1.767474  0.24
38 H -1.630550 -6.843122 3.028084  0.24
39 H -2.440336 -4.617279 2.343909  0.23
40 C 1.647952 1.141560 -2.630649  -0.66
41 C 2.491916 0.064044 -2.026198  0.32
42 C 3.770495 -0.192220 -2.547091  -0.26
43 C 4.560372 -1.173726 -2.014595  -0.03
44 C 4.101719 -1.918307 -0.910371  -0.13
45 C 4.836123 -2.939312 -0.243834  -0.06
46 Br 6.546754 -3.412656 -0.854978  0.15
47 C 4.314108 -3.581354 0.843147  -0.22
48 C 3.034909 -3.233726 1.328068  -0.12
49 Br 2.337155 -4.104844 2.834833  0.14
50 C 2.300929 -2.256829 0.713482  0.29
51 O 1.091385 -1.843017 1.123488  -0.84
52 C 2.823999 -1.602591 -0.422732  0.14
53 N 2.010127 -0.641117 -0.999442  -0.62
54 H 2.240528 1.757618 -3.301805  0.26
55 H 1.232737 1.789846 -1.858192  0.23
56 H 0.826772 0.717173 -3.210104  0.24
57 H 4.121668 0.401785 -3.378363  0.25
58 H 5.541892 -1.371050 -2.424538  0.26
59 H 4.876522 -4.352702 1.349358  0.26
60 C -0.367902 1.015236 1.352592  -1.25
61 H -1.408616 1.217502 1.624315  0.26
62 H 0.035251 1.891431 0.821691  0.24
63 H 0.202888 0.903591 2.277812  0.28

Forces on atoms 1 to 2 (eV/Å):
Zr 0.04 0.06 -0.09
O 0.11 0.00 0.04

=====

Record order is preserved below.
Relative energy (zero: lowest compared OMol25 entry of this formula, charge and spin): 466.8; 24.0; 58.1; 0.7 kcal/mol